--- one ---
C4H4N2O in the gas phase. Source: the OMol25 dataset; level of theory: ωB97M-V/def2-TZVPD.

Summary:
2S+1: 3
Kohn-Sham gap (spin up / spin down) (Ha): 0.182 / 0.265
Highest occupied orbital energy (spin up / spin down) (eV): -4.5 / -10.0

Geometry as XYZ:
```
11
C4H4N2O (ωB97M-V/def2-TZVPD)
C 0.07521 -0.39092 0.22342
C 1.36972 -0.23223 0.26268
C -2.99439 -0.11182 0.01721
C 2.62842 -0.10380 -0.14440
N -0.76640 0.81447 0.11552
N -2.13023 0.71371 -0.03437
O -4.05455 -0.59082 -0.01501
H -0.21694 -1.39429 0.51018
H 3.33681 0.21012 0.62210
H 3.02451 -0.38085 -1.08957
H -0.27215 1.46645 -0.46777
```


--- two ---
C4H4N2O in the gas phase. Source: the OMol25 dataset; level of theory: ωB97M-V/def2-TZVPD.

Summary:
2S+1: 3
Kohn-Sham gap (spin up / spin down) (Ha): 0.231 / 0.241
Highest occupied orbital energy (spin up / spin down) (eV): -5.6 / -7.7

Geometry as XYZ:
```
11
C4H4N2O (ωB97M-V/def2-TZVPD)
C 0.55594 -0.94795 0.34386
C 1.40026 0.07248 0.46189
C 1.09114 1.46303 0.29222
C -0.98002 0.65257 -0.05228
N -0.83515 -0.58924 0.27022
N 2.33827 0.95325 -0.07202
O -2.22216 1.19826 0.14394
H 0.87519 -2.03038 0.43000
H -1.52075 -1.31656 0.30419
H 2.86992 0.91782 -0.92026
H -2.12607 2.11311 0.42866
```


The energy of each structure relative to the most stable one, in hartree, is as follows: one 0.0000; two 0.0750.


--- one ---
2 unconnected molecules or ions with the total composition C2H3F2IO. Source: the OMol25 dataset; level of theory: ωB97M-V/def2-TZVPD.

Summary:
Kohn-Sham gap (Ha): 0.352
Highest occupied orbital energy (eV): -10.4

Geometry as XYZ:
```
9
C2H3F2IO (ωB97M-V/def2-TZVPD)
C -0.64737 -0.81205 0.06044
C -0.02758 0.54990 0.03054
O 1.88713 -0.07083 -0.38783
F -0.32019 1.45205 -0.91056
F 0.17989 1.28423 1.13747
I -2.82404 -0.70027 -0.12783
H -0.25296 -1.26613 -0.77056
H -0.22325 -1.21090 0.99178
H 2.22837 0.77399 -0.02345
```


--- two ---
2 unconnected molecules or ions with the total composition C2H3F2IO. Source: the OMol25 dataset; level of theory: ωB97M-V/def2-TZVPD.

Summary:
Kohn-Sham gap (Ha): 0.372
Highest occupied orbital energy (eV): -10.2

Geometry as XYZ:
```
9
C2H3F2IO (ωB97M-V/def2-TZVPD)
C -1.14952 -0.84722 -0.14226
C -0.13117 0.22617 -0.26214
O -0.21815 1.37661 -0.46177
F 1.12258 -0.33670 -0.12379
F 2.92390 1.65093 0.85618
I -3.10892 -0.01623 0.02866
H -1.11901 -1.47433 -1.03405
H -0.94623 -1.46751 0.72994
H 2.62651 0.88828 0.40924
```


The energy of each structure relative to the most stable one, in hartree, is as follows: one 0.0995; two 0.0000.